Entry 1
# C3H8NS

A cluster of 2 separate species, C3H8NS in total (ωB97M-V/def2-TZVPD, the Open Molecules 2025 dataset).

```
13
Properties=species:S:1:pos:R:3:mulliken_charge:R:1
C -1.229 0.542 0.777 -0.56
C -2.102 0.348 -0.506 -0.44
C -0.782 -0.196 -0.322 0.49
N 0.282 -0.830 -0.753 -0.09
S 3.510 -0.365 0.005 -0.43
H -0.833 1.438 1.201 0.32
H -1.816 -0.038 1.467 0.26
H -2.881 -0.286 -0.140 0.25
H -2.302 1.012 -1.326 0.31
H 1.141 -0.692 -0.300 0.14
H 0.223 -1.213 -1.703 0.28
H 3.561 0.939 0.329 0.23
H 3.229 -0.660 1.271 0.22
```

Summary:
HOMO	-0.507	hartree
net charge	+1
gap between HOMO and LUMO	8.96	eV

=====

Entry 2
# C3H8NS

A cluster of 2 separate species, C3H8NS in total (ωB97M-V/def2-TZVPD, the Open Molecules 2025 dataset).

```
13
Properties=species:S:1:pos:R:3:mulliken_charge:R:1
C 2.662 0.180 0.440 -0.09
C -2.030 -0.438 -0.569 -0.04
C -2.851 -0.122 0.634 -0.98
N 2.923 0.441 -0.791 -0.17
S -0.680 0.281 -0.966 -0.31
H 2.282 0.839 1.178 0.31
H 2.984 -0.703 0.956 0.26
H -2.342 -1.147 -1.260 0.39
H -2.365 0.685 1.118 0.32
H -2.776 -0.957 1.331 0.30
H -3.823 0.037 0.471 0.35
H 3.364 -0.429 -1.320 0.35
H 2.652 1.333 -1.222 0.31
```

Summary:
HOMO	-0.444	hartree
net charge	+1
gap between HOMO and LUMO	6.36	eV

=====

Entry 3
# C3H8NS

The ion C3H8NS with charge +1 (ωB97M-V/def2-TZVPD, the Open Molecules 2025 dataset).

```
13
Properties=species:S:1:pos:R:3:mulliken_charge:R:1
C -0.380 -1.686 0.293 -1.55
C 0.076 -0.350 -0.336 -0.12
S 1.931 -0.137 0.159 -0.09
C -0.687 0.733 0.109 0.16
N -0.324 1.994 0.013 -0.27
H -1.393 -1.902 0.088 0.47
H -0.230 -1.650 1.340 0.46
H 0.259 -2.441 -0.223 0.38
H 0.026 -0.597 -1.340 0.39
H 2.296 0.359 -0.985 0.18
H -1.473 0.490 0.738 0.44
H 0.580 2.369 -0.337 0.27
H -0.681 2.819 0.481 0.29
```

Summary:
HOMO	-0.519	hartree
net charge	+1
gap between HOMO and LUMO	8.35	eV
SMILES string	C[C@H](S)C=[NH2+]

=====

Entry 4
# C3H8NS

The ion C3H8NS with charge +1 (ωB97M-V/def2-TZVPD, the Open Molecules 2025 dataset).

```
13
Properties=species:S:1:pos:R:3:mulliken_charge:R:1
C -1.078 1.309 -0.190 -1.37
C -0.090 0.479 0.403 -0.01
N -0.119 -0.931 -0.137 -0.20
C 1.390 -1.064 -0.016 -0.39
S 1.700 0.682 -0.122 0.03
H -0.972 1.423 -1.214 0.44
H -1.183 2.345 0.352 0.34
H -2.081 0.908 -0.083 0.40
H -0.081 0.444 1.449 0.41
H -0.296 -0.800 -1.072 0.32
H -0.796 -1.685 0.362 0.39
H 1.636 -1.369 1.023 0.29
H 1.970 -1.740 -0.757 0.35
```

Summary:
HOMO	-0.515	hartree
net charge	+1
gap between HOMO and LUMO	10.26	eV
SMILES string	C[C@H]1[NH2+]CS1

=====

Most favorable structure: entry 3. The second most favorable one is 6.7 kcal/mol above it.

=====

Entry 1
# C3H8NS

A structure of composition C3H8NS (ωB97M-V/def2-TZVPD, the Open Molecules 2025 dataset).

```
13
Properties=species:S:1:pos:R:3:mulliken_charge:R:1
C 1.377 -0.677 -0.510 -0.19
C -1.062 -0.887 0.500 -1.08
C -0.103 -0.292 -0.567 0.36
N -0.067 1.477 0.019 -0.44
S 2.653 0.008 0.152 -0.20
H 1.491 -1.594 -1.033 0.34
H -0.742 -0.679 1.582 0.37
H -0.983 -2.038 0.472 0.33
H -2.085 -0.391 0.379 0.34
H -0.475 -0.217 -1.686 0.32
H -0.420 1.575 1.012 0.35
H -0.536 2.253 -0.419 0.32
H 0.951 1.463 0.099 0.19
```

Summary:
HOMO	-0.510	hartree
net charge	+1
gap between HOMO and LUMO	8.80	eV

=====

Entry 2
# C3H8NS

A cluster of 2 separate species, C3H8NS in total (ωB97M-V/def2-TZVPD, the Open Molecules 2025 dataset).

```
13
Properties=species:S:1:pos:R:3:mulliken_charge:R:1
C -2.795 -1.593 -1.487 -0.03
C 1.937 0.699 0.540 -0.09
C 3.091 0.890 1.437 -0.74
N -3.103 -0.390 -1.022 -0.21
S 0.699 -0.298 0.674 -0.31
H -2.032 -1.524 -2.252 0.29
H -2.977 -2.446 -0.853 0.30
H 1.932 1.269 -0.386 0.31
H 3.117 0.145 2.173 0.32
H 2.686 1.885 1.888 0.25
H 4.020 1.055 0.862 0.28
H -3.790 -0.149 -0.140 0.35
H -2.784 0.455 -1.433 0.28
```

Summary:
HOMO	-0.427	hartree
net charge	+1
gap between HOMO and LUMO	5.46	eV

=====

Most favorable structure: entry 1. The second most favorable one is 10.4 kcal/mol above it.

=====

Entry 1
# C3H4BN

A cluster of 2 separate species, C3H4BN in total (ωB97M-V/def2-TZVPD, the Open Molecules 2025 dataset).

```
9
Properties=species:S:1:pos:R:3:mulliken_charge:R:1
B 2.085 0.546 0.636 0.11
C -1.353 1.074 0.072 0.43
C -0.940 -1.289 -0.695 -0.51
C -0.756 -0.061 -0.344 -0.13
N -1.901 2.029 0.477 -0.41
H 1.811 1.440 1.513 0.02
H 3.045 0.244 0.146 0.01
H -1.800 -1.962 -0.646 0.26
H -0.192 -2.022 -1.161 0.22
```

Summary:
HOMO (alpha / beta)	-0.334 / -0.304	hartree
net charge	0
gap between HOMO and LUMO (alpha / beta)	8.55 / 6.95	eV

=====

Entry 2
# C3H4BN

The molecule C3H4BN (ωB97M-V/def2-TZVPD, the Open Molecules 2025 dataset).

```
9
Properties=species:S:1:pos:R:3:mulliken_charge:R:1
C -1.646 -0.353 -0.332 -0.79
B -0.135 0.158 -0.131 0.08
C 1.171 0.625 0.191 -0.23
C 2.272 -0.203 0.407 0.26
N 3.146 -0.956 0.558 -0.41
H -2.242 -0.824 0.521 0.30
H -1.828 -0.844 -1.259 0.31
H -2.079 0.647 -0.315 0.26
H 1.340 1.749 0.360 0.21
```

Summary:
HOMO	-0.334	hartree
net charge	0
gap between HOMO and LUMO	9.23	eV
SMILES string	C/B=C/C#N

=====

Most favorable structure: entry 2. The second most favorable one is 116.5 kcal/mol above it.

=====

Entry 1
# C3H4BN

The molecule C3H4BN (ωB97M-V/def2-TZVPD, the Open Molecules 2025 dataset).

```
9
Properties=species:S:1:pos:R:3:mulliken_charge:R:1
B -0.656 0.955 -1.040 0.17
C 0.023 -0.236 0.165 0.05
C 1.189 0.057 0.817 -0.61
C -0.742 -1.350 0.391 0.26
N -1.581 -2.101 0.604 -0.40
H -0.078 1.766 -1.586 -0.01
H -1.863 0.628 -1.193 -0.01
H 1.801 -0.638 1.366 0.31
H 1.907 0.919 0.477 0.24
```

Summary:
HOMO	-0.381	hartree
net charge	0
gap between HOMO and LUMO	9.45	eV
SMILES string	BC(=C)C#N

=====

Entry 2
# C3H4BN

A cluster of 2 separate species, C3H4BN in total (ωB97M-V/def2-TZVPD, the Open Molecules 2025 dataset).

```
9
Properties=species:S:1:pos:R:3:mulliken_charge:R:1
C 0.246 1.418 -0.373 -0.37
C 1.400 1.083 0.004 -0.01
C 2.345 0.083 0.044 0.35
N 2.682 -1.012 0.203 -0.34
H -0.684 2.001 -0.231 0.37
B -1.462 -0.867 0.001 0.13
H -0.890 -0.953 1.116 -0.04
H -2.500 -0.651 0.113 -0.05
H -1.138 -1.101 -0.878 -0.03
```

Summary:
HOMO	-0.404	hartree
net charge	0
gap between HOMO and LUMO	10.30	eV
SMILES string	C#CC#N.B

=====

Most favorable structure: entry 1. The second most favorable one is 73.1 kcal/mol above it.

=====

Entry 1
# CH10O3S

A cluster of 4 separate species, CH10O3S in total (ωB97M-V/def2-TZVPD, the Open Molecules 2025 dataset).

```
15
Properties=species:S:1:pos:R:3:mulliken_charge:R:1
C 3.249 -0.196 -0.539 -0.77
S 2.018 0.803 0.080 -0.19
H 3.332 -0.097 -1.657 0.28
H 3.237 -1.336 -0.346 0.27
H 4.327 -0.051 -0.279 0.30
H 0.854 0.100 -0.451 0.11
O -2.290 -0.044 -2.128 -0.62
H -2.062 0.876 -2.016 0.31
H -3.275 -0.074 -2.385 0.32
O -2.471 0.701 2.105 -0.65
H -2.750 1.036 1.134 0.30
H -2.213 -0.208 1.929 0.37
O -1.566 -1.617 0.658 -0.62
H -1.149 -2.260 1.209 0.29
H -1.478 -1.977 -0.258 0.30
```

Summary:
HOMO	-0.325	hartree
net charge	0
gap between HOMO and LUMO	9.15	eV
SMILES string	CS.O.O.O

=====

Entry 2
# CH10O3S

A cluster of 5 separate species, CH10O3S in total (ωB97M-V/def2-TZVPD, the Open Molecules 2025 dataset).

```
15
Properties=species:S:1:pos:R:3:mulliken_charge:R:1
C -0.003 -1.574 -0.030 -0.20
S 1.568 -0.976 0.469 0.08
H -0.525 -0.728 -0.458 -0.12
H -0.557 -1.954 0.867 0.31
H 0.033 -2.413 -0.736 0.37
H 0.456 -0.330 -3.671 0.21
H 0.551 -0.211 -2.946 -0.22
H -3.559 -0.480 0.409 0.22
O -2.656 -0.442 0.071 -0.73
H 1.813 1.474 1.080 0.26
H 0.659 1.989 0.226 0.36
O 1.239 2.238 0.960 -0.59
H -1.736 0.658 -0.513 0.43
H -1.841 1.871 -1.523 0.26
O -1.208 1.297 -1.088 -0.64
```

Summary:
HOMO	-0.339	hartree
net charge	0
gap between HOMO and LUMO	3.88	eV

=====

Most favorable structure: entry 1. The second most favorable one is 138.9 kcal/mol above it.

=====

Entry 1
# CH2O2S2

The molecule CH2O2S2 (ωB97M-V/def2-TZVPD, the Open Molecules 2025 dataset).

```
7
Properties=species:S:1:pos:R:3:mulliken_charge:R:1
O -1.144 -0.337 -1.868 -0.26
O -0.771 -0.693 -0.426 -0.18
C 0.144 -0.083 0.305 0.46
S 1.088 1.169 -0.215 -0.36
S 0.333 -0.763 1.913 -0.16
H -0.683 0.435 -2.160 0.32
H 1.033 0.272 2.451 0.18
```

Summary:
HOMO	-0.342	hartree
net charge	0
gap between HOMO and LUMO	8.74	eV
SMILES string	OOC(=S)S

=====

Entry 2
# CH2O2S2

The molecule CH2O2S2 (ωB97M-V/def2-TZVPD, the Open Molecules 2025 dataset).

```
7
Properties=species:S:1:pos:R:3:mulliken_charge:R:1
O -3.306 -1.113 -0.367 -0.47
S -2.579 -0.034 0.197 0.78
O -3.352 1.198 0.166 -0.51
C -0.882 -0.047 -0.369 -0.19
S -0.005 1.444 -0.222 -0.09
H -0.542 -1.019 0.027 0.31
H 1.287 0.910 -0.292 0.18
```

Summary:
HOMO (alpha / beta)	-0.338 / -0.339	hartree
net charge	0
gap between HOMO and LUMO (alpha / beta)	7.46 / 7.52	eV
SMILES string	O=S(=O)=CS

=====

Most favorable structure: entry 2. The second most favorable one is 9.3 kcal/mol above it.